# 1
185
Properties=species:S:1:pos:R:3 method="wB97M-V/def2-TZVPD" orbital_gap_ev=6.440 homo_energy_ha=-0.4655 charge=+3
C -1.00629 -0.23882 -0.81050
O -1.26692 -0.11024 0.57706
H -0.88939 -1.27836 -1.11675
H -1.78022 0.18021 -1.45358
H -0.03396 0.12272 -1.14512
C -5.94847 0.54564 -1.25017
C -5.74744 -0.84664 -0.62157
C -4.28277 -1.28913 -0.78640
C -4.10663 -2.79546 -1.03062
N -2.66416 -3.31821 -1.20602
C -2.64177 -4.85820 -1.48825
C -1.20477 -5.33524 -1.13093
C -0.65220 -4.26928 -0.20043
C -1.79432 -3.25598 0.11396
C -2.05739 -2.54111 -2.44135
H -5.73026 0.67998 -2.30962
H -5.54525 1.38266 -0.68016
H -7.00098 0.80521 -1.13635
H -6.43670 -1.53251 -1.11412
H -6.01891 -0.92218 0.43138
H -3.81398 -0.99566 0.15285
H -3.81569 -0.70743 -1.58111
H -4.58658 -3.08729 -1.96474
H -4.53127 -3.37867 -0.21352
H -2.94976 -5.13447 -2.49667
H -3.38348 -5.32152 -0.83762
H -0.53821 -5.57460 -1.95949
H -1.26763 -6.32521 -0.67916
H 0.20000 -3.75633 -0.64623
H -0.27050 -4.74770 0.70152
H -1.43134 -2.24408 0.29399
H -2.46101 -3.48334 0.94579
H -2.00848 -1.47627 -2.21372
H -2.71482 -2.87500 -3.24410
H -1.00686 -2.82857 -2.48462
C 1.84967 -2.53236 -2.00464
C 1.92979 -3.35454 -0.69360
C 1.74456 -2.40254 0.51309
C 0.25053 -2.31894 0.89675
N 0.13161 -1.82672 2.42303
C 0.73183 -2.86027 3.37994
C -0.05298 -2.70281 4.78783
C -1.27619 -1.94270 4.43857
C -1.31767 -1.87875 2.88177
C 0.80242 -0.47062 2.57174
H 0.91387 -1.97373 -1.98697
H 1.55310 -3.09090 -2.89243
H 2.61118 -1.75686 -2.08705
H 2.94226 -3.75785 -0.67504
H 1.22470 -4.18578 -0.69342
H 2.13969 -1.40553 0.31832
H 2.35116 -2.90011 1.26977
H -0.23821 -3.28830 0.99453
H -0.37861 -1.66913 0.28845
H 1.79350 -2.70053 3.56817
H 0.67194 -3.82753 2.88102
H 0.36041 -2.06977 5.57299
H -0.46448 -3.56215 5.31725
H -1.25119 -0.94710 4.88156
H -2.19816 -2.42292 4.76638
H -1.86002 -1.03944 2.44643
H -1.82658 -2.72429 2.41897
H 0.84468 -0.16186 3.61624
H 0.17978 0.25956 2.05476
H 1.84976 -0.59605 2.29706
C 1.49943 0.85628 -0.97260
C 1.62794 1.63182 0.39637
C 3.01037 1.42788 1.10085
C 3.32525 -0.07844 1.46204
N 4.66571 -0.20599 2.15425
C 4.74696 0.75132 3.35079
C 5.65049 0.13955 4.44947
C 5.57006 -1.40117 4.11879
C 4.81428 -1.62627 2.83511
C 5.86895 0.09767 1.18631
H 2.14595 1.14864 -1.80003
H 0.46490 1.00303 -1.28296
H 1.63734 -0.21084 -0.79843
H 0.83768 1.30959 1.07442
H 1.54275 2.71261 0.28348
H 2.80284 2.00689 2.00073
H 3.89778 1.96700 0.76925
H 3.31116 -0.82105 0.66427
H 2.58102 -0.45941 2.16138
H 5.03699 1.77678 3.12183
H 3.73676 0.78724 3.75862
H 6.65169 0.55874 4.54947
H 5.06972 0.33586 5.35073
H 6.55444 -1.86906 4.10543
H 5.04633 -1.87026 4.95172
H 5.41925 -2.14170 2.08915
H 3.78069 -1.96253 2.91700
H 5.94346 -0.67916 0.42534
H 6.76290 0.07193 1.80943
H 5.79704 1.13319 0.85368
C 5.13361 0.78891 -3.69756
C 3.95960 1.15655 -2.72582
C 2.70609 0.23191 -2.81371
C 1.86067 0.22483 -4.09562
N 0.77046 -0.85954 -4.22507
C 0.06726 -0.69071 -5.58971
C -0.03748 -2.00704 -6.30221
C 1.33317 -2.53090 -6.02225
C 1.29391 -2.30802 -4.50652
C -0.25663 -0.79157 -3.02460
H 6.03964 1.39470 -3.68223
H 4.69219 0.75785 -4.69370
H 5.44580 -0.22933 -3.46554
H 3.67305 2.20776 -2.75679
H 4.35355 1.07265 -1.71298
H 2.00754 0.49700 -2.02008
H 3.03793 -0.74783 -2.47008
H 2.47147 -0.00527 -4.96859
H 1.34112 1.17549 -4.21569
H -0.89177 -0.19400 -5.44260
H 0.60209 0.03823 -6.19856
H -0.83192 -2.66016 -5.94108
H -0.24900 -1.91526 -7.36755
H 1.27778 -3.58708 -6.28591
H 2.22706 -2.05921 -6.43038
H 0.61442 -3.02616 -4.04752
H 2.28525 -2.26133 -4.05578
H -0.83245 -1.70823 -3.15213
H -0.81860 0.13253 -3.16000
H 0.22999 -0.81870 -2.04963
C -3.62488 5.49039 5.40022
C -2.93976 5.34225 3.98994
C -2.64664 3.85237 3.67320
C -1.61407 3.81701 2.46266
P -1.60622 2.21107 1.49033
C -0.33817 2.43938 0.19123
C -0.50983 3.57816 -0.70932
C 0.81540 3.84776 -1.48969
C 0.93851 2.78285 -2.60112
C -3.31444 1.58344 0.95890
C -3.99535 2.51892 -0.04467
C -3.82987 2.02334 -1.45308
C -4.58370 2.88498 -2.44927
C -1.09844 1.03362 2.73963
C 0.38645 1.18576 3.14711
C 0.78462 0.71017 4.56505
C 2.28924 0.81663 4.98533
H -4.25836 6.37364 5.48197
H -2.94544 5.45177 6.25167
H -4.32844 4.67668 5.57619
H -2.02474 5.92733 3.89766
H -3.63677 5.58221 3.18701
H -3.52799 3.27034 3.40383
H -2.22224 3.39766 4.56832
H -0.56539 3.92953 2.73782
H -2.00471 4.57534 1.78411
H -0.38670 1.52174 -0.39501
H 0.60426 2.47593 0.73765
H -0.69902 4.54649 -0.24604
H -1.42615 3.48365 -1.29202
H 1.74532 3.78302 -0.92475
H 0.80386 4.79962 -2.02065
H 1.87007 2.79649 -3.16690
H 0.19882 2.79760 -3.40158
H 1.05216 1.77391 -2.20460
H -3.91239 1.50360 1.86674
H -3.18237 0.55079 0.63594
H -3.68621 3.54923 0.13137
H -5.02556 2.57725 0.30659
H -4.15307 0.98259 -1.47502
H -2.79269 1.96892 -1.78382
H -4.04737 3.80024 -2.69979
H -5.58955 3.09849 -2.08763
H -4.58376 2.34845 -3.39808
H -1.21869 0.04014 2.30762
H -1.72164 1.14250 3.62725
H 0.67441 2.23702 3.14103
H 0.91083 0.65142 2.35489
H 0.26716 -0.16932 4.94822
H 0.25762 1.28584 5.32595
H 2.51056 0.42241 5.97715
H 2.52863 1.87432 5.09530
H 2.86499 0.33792 4.19322
C -2.02824 1.73741 -3.13444
C -1.16311 2.18477 -4.30675
O -1.27724 3.28874 -4.84151
O -0.17837 1.61254 -4.74059
H -2.98040 1.64796 -3.65740
H -2.02586 2.52847 -2.38456
H -1.73852 0.77021 -2.72374


# 2
93
Properties=species:S:1:pos:R:3 method="wB97M-V/def2-TZVPD" spin_multiplicity=2 orbital_gap_ev="7.266 / 7.270" homo_energy_ha="-0.1973 / -0.1975" e_above_lowest_ev=0.000 charge=-1
Ce 1.75312 -0.52069 -0.24839
O 7.19893 0.89273 4.34168
C 6.08087 0.48313 4.70854
O 5.60157 0.24602 5.84138
C 5.15775 0.04819 3.58965
C 4.91776 -1.30502 3.34218
C 4.00704 -1.67389 2.37965
N 3.30772 -0.78032 1.67376
C 3.59068 0.52271 1.86395
C 4.49092 0.97504 2.79835
C 2.79736 1.46218 0.95587
O 2.00020 2.24038 1.43790
O 2.95783 1.23367 -0.32139
H 5.43187 -2.06031 3.92378
H 3.78802 -2.71293 2.17006
H 4.66342 2.03697 2.91901
I 3.86819 -2.31726 -1.54717
C 0.06172 -2.38543 -0.30524
C 0.69575 -3.50209 0.20175
C 0.07097 -4.43486 1.07304
C -1.22419 -4.26749 1.45090
C -1.96279 -3.17547 0.92987
C -3.33774 -3.04268 1.22485
C -4.08261 -2.06008 0.64739
C -3.46766 -1.13319 -0.22031
C -2.11064 -1.18293 -0.47791
P -1.48270 0.00969 -1.71638
C -2.76568 1.30215 -1.64280
C -2.87740 1.96448 -0.41722
C -3.82746 2.95113 -0.22676
C -4.68725 3.29448 -1.26647
C -4.59420 2.63625 -2.48291
C -3.63987 1.63878 -2.66935
C -1.64917 -0.79713 -3.33123
C -1.56492 -2.18981 -3.40742
C -1.49287 -2.82151 -4.64105
C -1.50183 -2.07107 -5.80984
C -1.58507 -0.68696 -5.74526
C -1.64813 -0.05007 -4.51303
C -1.31192 -2.24799 0.06768
H 1.71676 -3.72056 -0.10140
H 0.63836 -5.28558 1.43976
H -1.71447 -4.96745 2.12118
H -3.79725 -3.75610 1.90596
H -5.14526 -1.98071 0.84329
H -4.09568 -0.38749 -0.67967
H -2.21617 1.68922 0.39783
H -3.89567 3.45853 0.72853
H -5.43194 4.06997 -1.12357
H -5.27005 2.88840 -3.29096
H -3.60850 1.10944 -3.60961
H -1.53712 -2.77861 -2.50036
H -1.41330 -3.90132 -4.68711
H -1.42968 -2.56531 -6.77268
H -1.58090 -0.09500 -6.65382
H -1.66570 1.03229 -4.48108
C 1.72556 -0.27412 -3.67782
C 1.06839 1.08135 -3.68909
C 1.26763 1.91442 -4.78445
C 0.81725 3.22711 -4.78207
C 0.23777 3.73529 -3.63087
C 0.02927 2.93091 -2.50968
C -0.42737 3.58427 -1.22619
C 0.35515 1.56585 -2.57815
N -0.02117 0.66744 -1.51436
H 1.82587 -0.68459 -4.68304
H 1.20920 -1.00843 -3.06933
H 2.73179 -0.14876 -3.28242
H 1.79330 1.51922 -5.64826
H 0.96021 3.85976 -5.65173
H -0.03353 4.78750 -3.57317
H 0.32044 4.32335 -0.92262
H -0.50461 2.86373 -0.41662
H -1.38314 4.09939 -1.34993
O 0.29958 -0.12172 1.61364
C -0.36470 0.02803 2.63669
C -0.61205 1.37186 3.23907
C 0.55687 1.54901 4.25674
C 0.79881 0.40689 5.26497
C 1.43818 -0.87370 4.68028
C 0.46316 -1.80318 3.91967
N -0.70436 -1.02618 3.42797
H -1.57882 1.39497 3.74954
H -0.55650 2.15491 2.48411
H 0.37554 2.47519 4.80626
H 1.46446 1.70252 3.67374
H -0.12564 0.17074 5.81318
H 1.49576 0.79496 6.00943
H 1.91115 -1.43486 5.48719
H 2.24407 -0.56552 4.01286
H 0.07803 -2.59262 4.56020
H 0.94553 -2.27542 3.06953
H -1.28210 -0.72809 4.19734


# 3
118
Properties=species:S:1:pos:R:3 method="wB97M-V/def2-TZVPD" orbital_gap_ev=1.079 homo_energy_ha=-0.3104 charge=+1
C -5.41180 -1.96699 4.42585
C -3.99957 -2.51959 3.97651
C -3.42400 -1.74608 2.69869
O -2.08492 -1.22325 2.89401
B -2.03766 0.24518 3.07874
C -0.50163 0.56927 3.66155
C 0.66918 -0.21151 2.91286
C 1.07707 0.42281 1.50660
O 0.97394 1.84923 1.47471
C 2.01182 2.43547 2.25907
C -3.12565 0.73578 4.20540
C -2.91796 2.19021 4.79531
C -2.93939 2.20073 6.38946
C -3.00807 3.76164 6.78550
C -4.27304 1.56274 6.97427
C -2.22589 0.96135 1.59900
C -2.19905 0.18278 0.33519
C -2.34975 0.76186 -0.98944
C -2.53671 2.20294 -1.17798
C -2.53585 3.00889 0.03525
C -2.39428 2.41860 1.39139
H -6.18943 -2.69417 4.06700
H -5.65922 -0.99131 3.93951
H -5.40548 -1.84593 5.53688
H -4.03579 -3.62471 3.79592
H -3.21116 -2.37131 4.77551
H -3.33209 -2.55272 1.90554
H -4.15642 -1.00967 2.27976
H -0.25522 1.66046 3.65646
H -0.51466 0.18286 4.73039
H 1.59294 -0.09614 3.55890
H 0.52004 -1.32459 2.79549
H 0.55035 -0.07503 0.64570
H 2.17112 0.17163 1.35534
H 2.65487 1.68297 2.79965
H 2.71872 3.04673 1.62452
H 1.54459 3.06731 3.06650
H -3.06583 0.01680 5.07791
H -4.19880 0.68001 3.86034
H -3.82814 2.80484 4.50684
H -2.03582 2.75076 4.39813
H -1.99583 1.77823 6.83915
H -1.99800 4.26200 6.75960
H -3.49398 3.92309 7.80034
H -3.69968 4.25810 6.05232
H -4.93748 2.39617 7.34544
H -4.87400 1.02905 6.19390
H -4.10558 0.88897 7.85051
H -2.06863 -0.92753 0.38971
H -2.33124 0.14237 -1.91748
H -2.67837 2.68741 -2.16552
H -2.66829 4.12442 -0.04072
H -2.40172 3.14547 2.23597
Li -1.72386 3.07984 8.72241
O -5.77514 -3.01661 0.82853
H -5.23289 -2.63639 0.13221
K -0.30281 -2.97852 2.67512
O -5.02495 4.49224 1.42724
H -4.53117 3.80734 0.89440
H -4.75476 5.40061 1.17852
H -4.91815 4.33533 2.38767
C 5.45106 1.69542 0.21886
C 5.75940 0.66881 1.27158
O 4.99000 -0.22539 1.56042
N 6.96842 0.75737 1.93085
C 8.03483 1.73738 1.75279
H 4.46947 1.49049 -0.20349
H 5.43736 2.69486 0.65859
H 6.18975 1.64702 -0.58347
H 7.09294 0.02831 2.61371
H 8.94749 1.21003 1.47131
H 8.20424 2.25269 2.70548
H 7.79066 2.46894 0.98915
C -0.87076 -0.68249 -7.57075
C -0.85126 -2.07159 -7.65802
C -1.28283 -2.84146 -6.58310
C -1.73445 -2.20461 -5.43367
C -1.75011 -0.81993 -5.34119
C -1.31591 -0.06133 -6.41277
N -2.21346 -2.99360 -4.29679
O -2.17337 -4.20658 -4.37829
O -2.62665 -2.37388 -3.32818
H -0.54017 -0.07035 -8.40061
H -0.50170 -2.55383 -8.56307
H -1.26372 -3.92125 -6.65689
H -2.09695 -0.32298 -4.44502
H -1.32592 1.02046 -6.35022
C 1.37121 -0.51255 -11.09626
C 0.69864 0.59415 -10.42180
N 0.16961 1.46672 -9.89451
H 0.85944 -0.78695 -12.01973
H 2.39875 -0.25518 -11.35641
H 1.40698 -1.40242 -10.46528
C 3.62187 -5.63098 0.43013
C 4.58966 -5.38611 1.57919
O 4.43960 -6.28839 2.66054
C 5.10824 -7.56657 2.59678
O 6.38387 -7.43272 2.35415
C 4.40800 -8.58631 1.63168
F 3.06072 -8.49053 1.73005
F 4.71002 -9.85250 1.96651
F 4.71268 -8.43837 0.33450
H 2.63488 -5.91495 0.80089
H 3.52850 -4.72910 -0.18159
H 3.97161 -6.42149 -0.22963
H 4.35109 -4.40226 1.99884
H 5.62347 -5.32177 1.22683
H 4.83755 -7.98649 3.58750
Ca 7.22955 0.34537 4.51686
N 1.22508 5.30069 -8.70484
S 2.03641 6.08134 -9.81226
O 2.07412 7.51070 -9.69777
O 2.01126 5.54438 -11.14113
F 3.51863 5.69314 -9.34861
S -0.32558 5.51879 -8.83788
O -1.06059 5.08803 -7.67853
O -0.94050 5.20734 -10.09364
F -0.49229 7.10276 -8.74613


# 4
14
Properties=species:S:1:pos:R:3 method="wB97M-V/def2-TZVPD" orbital_gap_ev=10.929 homo_energy_ha=-0.3627 e_above_lowest_ev=2.696 smiles="C[C@@H]1CO1.C=O"
C -0.64357 -1.78353 0.94154
C 0.07648 -0.62053 0.31568
C 0.32627 0.61385 1.05831
O -0.70427 0.55173 0.07741
H 0.06721 -2.44458 1.44950
H -1.37244 -1.42277 1.67390
H -1.17344 -2.36997 0.18447
H 0.75812 -0.84871 -0.50639
H -0.02863 0.71098 2.08408
H 1.18386 1.23525 0.79687
C 0.36905 1.59235 -2.01203
O 1.06491 0.70794 -2.44892
H 0.73825 2.30327 -1.24795
H -0.66182 1.77472 -2.36646


# 5
82
Properties=species:S:1:pos:R:3 method="wB97M-V/def2-TZVPD" spin_multiplicity=6 orbital_gap_ev="6.064 / 5.995" homo_energy_ha="-0.1834 / -0.1806" charge=-1
Dy -0.31039 1.33539 0.81060
C 4.59515 -1.19190 0.59176
C 3.87983 -1.89022 1.69536
N 4.52374 -2.76987 2.46200
C 3.86689 -3.34041 3.47476
C 2.54837 -3.06213 3.84470
C 1.89996 -3.89103 4.93327
O 0.66018 -4.47547 4.55487
C 1.86672 -2.06039 3.11597
C 0.53531 -1.51569 3.36312
N 0.01709 -0.39919 2.82959
C -0.79255 0.44164 3.61496
C -1.01886 0.19701 4.98597
C -1.84618 1.02469 5.73242
C -2.42832 2.12682 5.12690
C -2.22147 2.36915 3.76838
C -1.33508 1.61038 3.04056
I 2.34050 2.46756 1.53055
C 2.52906 -1.63215 1.98148
O 1.66950 -1.19347 0.95588
H 5.66509 -1.35735 0.74442
H 4.41138 -0.11393 0.63972
H 4.29494 -1.51850 -0.41131
H 4.45432 -4.10992 4.00930
H 1.70880 -3.33154 5.86445
H 2.61418 -4.64707 5.25414
H 0.82227 -5.11194 3.80692
H -0.08334 -2.09778 4.06194
H -0.45804 -0.64518 5.40755
H -2.03864 0.75056 6.77191
H -3.08620 2.80717 5.70308
H -2.79962 3.19234 3.30429
C 2.25054 -5.49962 -1.46097
Si 2.11776 -3.80941 -2.37644
C 3.72010 -3.44023 -3.34828
C 0.68321 -3.90723 -3.58760
C 1.84541 -2.47026 -1.18709
C 1.72943 -1.83394 -0.15071
H 2.42831 -6.32556 -2.15636
H 1.31261 -5.71039 -0.93036
H 3.08663 -5.52916 -0.75171
H 3.84396 -4.11429 -4.19642
H 4.59783 -3.56070 -2.71187
H 3.70772 -2.42043 -3.75719
H 0.62880 -4.87381 -4.08175
H 0.76722 -3.13498 -4.36216
H -0.29057 -3.78984 -3.07227
F -0.29152 -0.55023 -5.45105
C -0.30320 -0.36498 -4.08347
C -1.35340 -0.82888 -3.31047
C -1.31149 -0.53497 -1.94188
C -0.32238 0.21357 -1.38090
C 0.71310 0.65907 -2.15914
C 0.78291 0.29840 -3.50275
H -2.16763 -1.45243 -3.71835
H -2.09889 -0.95494 -1.32408
H 1.50065 1.33264 -1.78193
H 1.64970 0.58427 -4.11588
C -3.69195 5.38998 0.60473
C -4.13441 4.37092 -0.44148
C -3.04140 3.75274 -1.36171
C -3.75933 2.93667 -2.48069
C -2.90072 2.42680 -3.62894
C -2.33714 4.90589 -2.08831
O -2.92016 5.81175 -2.67181
N -0.97713 4.86461 -2.21467
C -0.10245 3.97659 -1.57154
O 1.08570 3.95380 -1.79432
N -0.70479 3.17562 -0.65349
C -2.00673 2.95544 -0.58851
O -2.33167 1.97822 0.21337
H -3.26015 6.30736 0.16694
H -2.98655 5.00566 1.34338
H -4.54517 5.75267 1.18760
H -4.87426 4.86570 -1.09749
H -4.69791 3.56492 0.05569
H -4.51672 3.59414 -2.87632
H -4.32747 2.11226 -2.03867
H -2.85138 3.15209 -4.44491
H -3.36220 1.53359 -4.04698
H -1.88748 2.13436 -3.36330
H -0.57992 5.52894 -2.87695